Record 1
135
Properties=species:S:1:pos:R:3 method="wB97M-V/def2-TZVPD" homo_ev=-8.08 e_lumo_ev=-1.86 energy_ha=-4610.24137 charge=0
H 1.79897 6.77266 11.27022
F -15.61701 -4.45917 1.33382
H -2.49718 -3.33541 -1.40690
C -8.63367 -9.00848 0.16791
H 2.28006 -7.38515 3.13512
H 5.77194 7.09136 -0.89544
C -5.62145 -4.98952 -0.44419
C 4.64046 5.23909 -0.65940
H -2.13895 2.89953 -4.92055
H -3.34057 0.48050 -4.63494
H 5.48770 6.57328 -3.54512
H -12.76418 -4.47828 -1.26105
H -1.97530 -2.24313 2.61987
H 0.74934 1.36110 1.25996
C 8.77971 12.30987 -9.28584
H 9.79194 10.78317 -6.68761
C -0.92671 -2.02822 -0.51046
H 1.66554 -0.16044 -0.50656
N 9.37161 11.06837 -7.55251
F -15.64329 -6.29220 0.21711
H 2.54191 5.26018 2.31719
H 0.60020 3.92641 3.16670
H 3.97947 5.99584 7.60963
H 4.14125 0.00574 -0.82652
H 1.53209 5.64976 7.24251
C -9.71968 -7.99575 -0.09519
N 1.91520 5.92755 8.12932
H 8.67821 13.14370 -9.96023
O -8.23377 -5.23792 -2.34404
H 0.11989 6.04666 9.27214
C -7.05578 -5.47215 -0.04130
N 2.01569 5.52201 3.13075
C 6.31529 -4.14217 0.52469
H 9.68159 8.39879 -5.97049
C 5.02656 -8.65878 4.47242
F -6.96907 -6.20737 1.06295
C 8.82435 7.06888 -3.08567
C 8.21582 11.01436 -9.43836
F -5.68646 -3.81954 -1.04252
C 5.26567 6.25054 -1.34000
C -0.90201 2.21191 -3.26177
H 4.51987 5.06414 0.39637
C 3.62880 -8.77472 4.24144
C 4.02067 1.54841 0.78085
C 2.25792 6.62321 3.90560
H -10.45517 -5.05909 -1.54097
H -2.05788 -0.75158 -2.59237
N -2.52069 -2.97501 0.69373
F -4.90577 -4.87239 0.68546
S -8.00063 -11.69282 -0.43928
C 2.06453 6.52287 10.25646
H -8.26957 -11.56606 -1.75648
C -11.85023 -6.28371 -0.54174
C 9.30764 7.80641 -5.15163
C -1.89178 0.21768 -3.02629
N 2.24220 0.46647 0.02519
C 9.48414 12.31190 -8.11186
C -2.52008 0.86792 -4.05434
C 8.59957 6.63983 -5.26709
O -12.01667 -9.69054 2.00772
H 4.08079 4.26158 -3.70570
C 6.02672 -2.80406 0.52849
C -10.98057 -8.29158 0.37285
F -7.78189 -4.38992 0.27882
H 2.84597 2.75463 2.26145
N 4.12480 4.36728 -1.57756
C -9.55081 -6.81538 -0.77364
C -0.74987 -1.65987 0.85019
C 4.40713 4.81161 -2.83930
C 1.79395 1.31867 0.99927
H 0.02265 -1.02597 1.25491
N 8.31376 6.19643 -4.00602
C 4.65394 -2.66636 0.87065
H -13.69591 -5.92599 -1.50217
C -2.02596 -2.84252 -0.57304
H 7.80449 5.35916 -3.78704
C -15.08425 -5.07247 0.28593
H -0.31498 -1.73065 -1.34782
H 3.06572 7.29609 3.67406
H 2.98176 -9.56932 4.57339
H 4.09959 -1.74832 0.96591
C 3.36904 6.50605 9.69463
C -1.74849 -2.26177 1.56775
C 5.11696 5.97903 -2.72612
H 5.08944 -5.81779 0.90991
C 8.59723 10.27334 -8.35215
H -0.28269 0.81997 -1.79944
H -3.32929 -3.51466 0.94345
N 4.35450 -6.91247 3.29154
C -13.04618 -5.41843 -0.78458
O -7.47819 -8.73218 0.39167
F -15.44371 -4.37407 -0.79689
C 9.45113 8.07939 -3.76492
H 10.05396 13.08687 -7.62840
C 1.19078 6.15914 9.26600
C 2.87318 2.00703 1.48526
C 5.44404 -7.49914 3.87712
H 5.03792 1.87805 0.91441
H 9.95479 8.92046 -3.31806
S -7.97386 -6.30495 -1.42045
O -7.23647 -7.36422 -2.02824
H 3.16476 -4.26157 1.33217
C -1.89126 2.13419 -4.20413
C -11.18977 -9.58496 1.12872
C 4.15267 -3.92511 1.06280
C 0.49641 5.50373 4.74042
N -0.90586 1.04041 -2.55269
C 3.24360 -7.68142 3.51370
H 6.41726 -7.04190 3.81876
F -4.97770 -5.84542 -1.21892
C -10.31957 -10.71267 0.66071
H 1.25672 7.39006 5.68444
H -0.19834 2.99491 -3.03491
C -9.11498 -10.44649 0.18458
C 0.94686 4.83150 3.63580
H -10.68790 -11.73070 0.69772
H 3.61785 3.52780 -1.35455
H -12.99578 -7.75980 0.52944
C 3.24238 6.13224 8.38258
O -13.75143 -5.16074 0.43413
H 4.29324 6.74040 10.19613
H 7.60054 10.66780 -10.25180
C -10.60073 -5.97744 -0.98533
H 5.65205 -9.34781 5.01483
H 8.27672 6.08939 -6.13434
H 8.69839 6.89514 -2.03067
H -0.33798 5.21158 5.35758
C -12.02554 -7.45332 0.15612
H 4.36601 -6.04824 2.78261
N 5.16984 -4.81868 0.84661
H 7.23132 -4.66982 0.32131
H 6.72223 -2.01034 0.31165
C 1.33025 6.64270 4.91141
C 3.59788 0.59818 -0.10995
H 8.38651 9.25322 -8.07939



Record 2
117
Properties=species:S:1:pos:R:3 method="wB97M-V/def2-TZVPD" homo_ev="-12.89 / -12.89" spin_multiplicity=4 e_lumo_ev="-7.65 / -7.40" s2=3.7854 energy_ha=-7915.86961 charge=+2 e_above_lowest_kj_mol=0.0
H -0.90450 -3.29135 3.33007
C 0.88294 -1.40247 -5.50483
C 3.56890 -1.65760 3.62160
C 3.74614 -1.83144 -3.04264
C -4.83468 2.29910 -1.42094
H -0.14649 2.03404 -6.73389
C -2.24732 4.73654 -1.92725
C -3.73008 -1.33205 1.87082
H -3.06070 -0.49045 -2.49758
H -5.55761 1.50709 1.79420
C 1.63399 -3.34971 -1.76125
H -0.51774 3.75615 -6.69117
H 1.31455 -1.26058 -7.60028
H -2.82364 3.68624 1.69721
C 1.82934 2.15341 3.47758
S 0.43746 3.02681 -0.17177
C -1.03258 2.70575 -4.89031
H 3.74818 -1.33506 -2.06807
H -2.89939 5.45380 -2.42931
C 0.08541 -2.73872 -3.63954
C -5.58394 2.07466 -0.27571
H 0.47350 -2.19349 4.83145
C -3.29021 0.01284 -3.44040
C 1.33785 -2.62944 -3.03289
H -1.27838 -4.40142 -3.55912
H -1.15856 3.68723 2.26281
C 1.52725 3.47646 3.10867
C -3.60043 1.42966 0.94062
S -0.08236 0.06308 -1.99773
C 1.29567 -2.17489 4.12775
C 2.18943 -2.71371 1.96321
H -4.36686 0.18983 -3.45047
H 1.90322 -5.21020 -2.77265
C -2.86282 1.63014 -0.23150
C -2.31426 2.02145 3.00116
H 2.26315 5.30101 2.23184
H -2.38500 -0.10577 6.79124
H -0.84308 -3.77637 -1.97346
H -3.32319 -1.34813 0.85598
Re 1.90739 2.03071 1.08506
C 2.52122 -1.64629 4.52962
H -2.46040 4.13418 3.36079
H -1.62795 0.72200 -5.43686
H 4.34909 -2.39383 0.38028
C 2.51012 4.28666 2.51590
C -0.16017 2.91560 -6.09534
H -3.58038 -2.31482 2.31416
C -2.96655 1.05444 2.23669
C -0.19394 -3.37695 2.50938
C 1.11621 -2.73051 2.87138
H 3.35079 0.62621 3.49395
C -1.72005 1.51134 -4.69974
H 2.91845 -0.74457 -5.35849
H -0.36190 -0.90571 -7.19259
H 2.63928 -5.28726 1.44612
H -2.73016 4.46007 -0.99078
C 2.11957 -1.29203 -4.87060
H 2.55277 -1.90735 6.66147
H -3.05200 -0.66877 -4.25418
H -1.95892 -2.87873 -3.00931
H -2.67819 -1.58744 4.33205
C -2.18913 3.45638 2.55103
C -2.63439 2.31855 -2.63044
H 5.07458 2.06459 2.42893
S -0.03934 -0.04307 1.33675
C -1.05412 -3.48964 -3.00285
H 1.96683 -0.33754 6.15486
C 1.93393 -4.70719 -1.81444
C -1.79673 1.66267 4.24677
Ge -0.99649 1.17062 -0.31103
H 5.15966 -1.24698 1.45134
C -3.07545 -0.26560 2.70697
C -0.11850 -2.12090 -4.87122
S 2.96161 0.61020 -0.21366
H 1.08603 1.53158 3.96253
H -4.80449 -1.16805 1.77570
C -1.19773 3.71774 -3.95342
C -2.56348 -0.57669 3.95558
H 4.55294 4.42469 1.85392
C 4.08928 2.46642 2.62618
C 3.42214 -2.16985 2.33215
Ge 1.13517 -0.86769 -0.39238
H -0.71076 4.67426 -4.11316
H 4.54816 -1.29954 3.93085
H 4.42546 -1.28392 -3.69275
H -0.05643 -4.43536 2.28349
H 3.69788 -0.70774 6.07826
H -0.90835 0.83261 6.59539
C 2.34457 -4.74982 0.55330
C 4.61827 -2.19390 1.41607
C 2.27535 -5.40448 -0.66753
H -0.64662 -2.91942 1.62542
C -2.00305 3.55411 -2.83088
H 4.15834 -2.82972 -2.88479
H 0.91209 0.27515 -6.85379
C 2.36910 -1.90190 -3.65188
H -1.08566 -2.22306 -5.35179
C 2.05243 -3.39561 0.64476
C -2.52893 1.30228 -3.59225
H -1.32001 5.26258 -1.69892
C 3.79756 3.79475 2.30300
C -3.46315 2.08416 -1.41408
C 1.67808 -2.70867 -0.51615
C 3.11926 1.64909 3.22660
C -1.93966 0.38126 4.75472
H -1.33734 2.42933 4.86417
H -5.31053 2.65078 -2.32765
C 2.69899 -1.11530 5.92596
H 0.53745 3.87248 3.29110
H 2.50601 -6.45994 -0.72702
C 0.66833 -0.78825 -6.85919
C -4.97253 1.65047 0.89435
C -1.51135 0.03987 6.15404
H 0.86644 3.13854 -5.80065
H -6.65189 2.24803 -0.28992
H -0.94293 -0.88931 6.18597
H 5.31561 -2.97349 1.72927



Record 3
128
Properties=species:S:1:pos:R:3 method="wB97M-V/def2-TZVPD" homo_ev="-2.92 / -4.57" spin_multiplicity=2 e_lumo_ev="1.03 / 1.03" s2=0.7811 energy_ha=-3834.75187 charge=-1 e_above_lowest_kj_mol=0.0
H 2.59718 6.18820 -2.45833
H 4.05597 3.85054 3.19919
O -1.16562 2.82078 -0.95797
H -5.90810 0.22834 0.13699
H -2.35823 0.24225 0.50666
H -1.12062 2.35715 3.86987
H 2.34020 3.46190 3.28777
N 1.08480 -2.83295 -2.27080
C -3.73294 3.38733 -6.16119
C -4.08773 -2.43574 3.59239
H 2.85788 5.12854 2.99371
C 5.67177 1.33402 1.08840
H 4.33747 5.93084 -2.44021
N -4.17927 -3.93874 1.01256
C 2.27113 -4.63120 -4.03416
C -5.26509 0.17867 -5.43816
N -4.33790 3.86940 -7.24231
C 5.16963 1.06491 5.32657
C 0.01798 1.53080 2.22797
H 0.44449 -4.45531 -5.13331
C -0.89937 0.16923 -4.04266
H -8.20496 -0.63308 0.14154
C -5.62804 1.87130 -7.20958
H -6.69951 -4.55814 0.95156
H 2.43459 1.26328 -2.40925
O 2.37667 -2.03263 -0.00652
H 7.32598 1.78356 6.69746
C 4.27249 -3.30738 -0.56988
H 2.73088 -5.33254 -4.71835
H -3.92405 -0.78653 -1.95340
H -0.57747 -1.51978 4.93628
C 4.29725 -4.65124 -2.56845
H 8.19267 0.59396 5.72974
C 3.08266 3.58426 -1.48217
C 1.01542 -4.14997 -4.26677
H 3.38454 5.93461 0.90851
I 5.34005 -5.98183 -3.79728
C -1.28123 1.91692 2.88951
H -6.22375 -0.22497 -5.74435
C 6.53663 1.42798 3.41417
C -3.43778 0.11730 0.48872
H -6.40993 1.26037 -7.63883
O -3.69940 -1.27582 0.40644
H 0.91943 -2.26874 2.99660
C -6.07898 -0.82398 0.30937
C 2.88696 2.60292 0.69748
C -2.11797 0.04106 -4.68126
H 8.28263 2.29930 5.30412
H -3.81968 0.65139 -0.38686
C 3.45841 6.04583 -1.80359
C -1.62601 -2.56862 3.39466
C 4.04204 0.87348 4.53175
H -2.19503 0.17551 -5.75053
C -3.25115 -0.27948 -3.93625
H 0.00285 0.40387 -4.58985
C 0.46514 -3.24008 -3.35044
H -2.60114 -0.75289 6.12234
C 2.96732 -2.82455 -0.78363
C -5.00013 -1.67722 0.50390
C 3.25680 4.95633 0.45717
H -1.53604 2.20703 -1.59917
H 2.08224 1.31331 5.31642
C -5.22455 -3.04380 0.75710
H 3.07205 3.47660 -2.56118
H 2.01927 0.47438 -0.88243
H 5.91391 -4.52756 -1.19032
Te 2.55444 0.82595 1.80892
C -2.70214 -1.35661 5.22763
H -4.86169 -1.34432 5.25842
C 2.98421 -4.21575 -2.88849
H -1.75623 -2.80022 -1.80983
H -5.07659 -2.69847 3.23386
H 3.68535 0.56609 -1.37993
H 5.00637 0.66961 0.53239
C 2.32871 -3.30629 -2.01665
O -0.57260 -2.91008 2.73218
H 2.98690 0.06197 6.19067
C -4.92136 1.45376 -6.08168
H -5.08774 -1.37939 -4.10421
C 2.74361 1.12310 -1.37346
H -1.82432 2.60731 2.24317
C 5.44144 1.25720 2.57503
H -0.73156 2.24712 -0.29708
H 2.23424 -0.29375 4.63198
C -7.60896 -2.66496 0.49519
H -0.52765 -2.83992 -3.53795
H 5.06487 0.95512 6.40047
C 3.26814 4.84147 -0.92334
H -2.81363 -2.97680 -0.74315
N -1.91872 -0.34322 -1.94119
H 2.26366 -2.22233 2.19669
C 2.76018 0.46887 5.20546
N 1.09934 1.55807 2.96695
C 3.06627 3.85571 1.29054
I 5.23090 -2.65115 1.16177
H 5.53333 2.34857 0.71010
H -4.17668 -4.77511 0.45224
O -0.02824 1.15602 1.00438
C -6.53500 -3.50939 0.73749
C -1.56190 -1.79031 4.57029
C 3.07567 4.08254 2.77807
H -2.96287 4.00987 -5.71879
H 6.68780 1.01398 0.85828
C -0.85081 -0.02085 -2.66959
C 4.91275 -4.19520 -1.43241
Rb -0.23505 -1.39669 0.54413
N -3.96811 2.23288 -5.55698
C 6.41516 1.35625 4.79367
C 7.61823 1.52143 5.68107
H 7.51017 1.60898 2.97050
H -2.11241 -4.13589 1.34432
H -8.61555 -3.06180 0.49152
C 4.18554 1.02648 3.14840
H 0.05833 0.08383 -2.09482
C -3.08294 -0.48486 -2.57102
C 2.89269 2.45684 -0.69483
H 3.58494 6.95150 -1.21149
C -3.00997 -3.67375 1.72822
O 1.79886 -1.78773 2.92741
H -5.79871 3.46787 -8.63768
C -2.95121 -2.90561 2.89409
H -3.87569 0.53049 1.40047
C -3.97088 -1.67719 4.74007
C -7.38025 -1.31492 0.30163
O -2.33030 -3.46865 -1.42215
H -1.88218 1.01252 3.00959
C -5.28951 3.09293 -7.75628
C -4.58628 -0.50587 -4.51171